(1)
Molecular formula: C16H43N12O27P
Method: DFT, ωB97M-V with the def2-TZVPD basis set

Positions of all 99 atoms, in Å:
O -4.052121 1.338503 2.536761
P -4.135073 2.716606 1.977178
C -3.249281 3.935606 2.983858
C -2.015554 4.516661 2.211680
O -1.970346 5.915101 2.575379
C -3.300545 6.283958 2.630622
O -3.737325 7.244937 2.067160
C -3.997321 5.199617 3.411983
H -5.460676 3.174697 1.815703
H -3.574710 2.832353 0.692616
H -2.917894 3.370045 3.859036
H -2.176911 4.487701 1.125979
H -1.099597 4.003293 2.497515
H -3.819948 5.373291 4.482496
H -5.079250 5.202232 3.262620
C -1.676699 -0.199531 4.263663
N -0.285415 0.265665 4.511736
O -0.079509 1.459739 4.618479
O 0.583286 -0.580822 4.599591
H -2.329264 0.664376 4.222567
H -1.678273 -0.732868 3.322655
H -1.944732 -0.862784 5.080246
C -5.188849 -1.729729 1.031534
N -3.967017 -2.150103 1.766111
O -3.124054 -2.784884 1.168848
O -3.892018 -1.793134 2.920765
H -5.119665 -2.093860 0.013754
H -6.040489 -2.152233 1.555696
H -5.212297 -0.644197 1.082836
C 2.392952 5.076813 2.683675
N 2.039037 4.552060 1.336213
O 2.882905 4.580736 0.471367
O 0.909021 4.126478 1.204288
H 3.420731 5.417253 2.656898
H 1.701596 5.886058 2.901032
H 2.255434 4.261219 3.387953
C 1.794527 -2.312662 1.637430
N 0.760002 -1.456556 0.999543
O -0.112549 -1.010834 1.711712
O 0.865651 -1.247878 -0.190208
H 1.547643 -2.403686 2.688977
H 1.781039 -3.274666 1.134003
H 2.749425 -1.816267 1.494955
C 1.227848 -2.298118 -3.232789
N 1.612059 -3.727875 -3.356042
O 2.633648 -4.100028 -2.816585
O 0.889004 -4.440911 -4.024321
H 1.954661 -1.806281 -2.598872
H 1.233651 -1.896221 -4.242729
H 0.236318 -2.257343 -2.793753
C 2.716142 -1.822221 -7.747192
N 1.807047 -0.767269 -7.227962
O 1.719185 0.275044 -7.841585
O 1.185496 -1.020984 -6.213687
H 3.180722 -1.449807 -8.650221
H 3.452701 -2.042968 -6.979450
H 2.103386 -2.692928 -7.952066
C 3.922382 -0.041813 4.465236
N 4.628723 0.135289 3.166701
O 4.697455 -0.820552 2.418575
O 5.094231 1.229877 2.940537
H 3.560469 -1.060332 4.524670
H 4.640509 0.175446 5.250078
H 3.098037 0.664660 4.490910
C -6.402641 1.853750 5.073933
N -5.203403 2.510233 5.659925
O -5.233342 3.710516 5.851854
O -4.257954 1.792509 5.899442
H -7.159438 2.610533 4.905442
H -6.077984 1.380992 4.149792
H -6.734875 1.101248 5.782140
C -0.202185 -0.407315 -10.785948
N 0.078146 -1.870202 -10.818611
O 1.024073 -2.274272 -10.171656
O -0.657208 -2.561244 -11.485770
H 0.532994 0.067253 -10.146248
H -0.144689 -0.048563 -11.808945
H -1.209276 -0.284548 -10.399716
C -0.494617 4.996897 7.344641
N -1.731396 5.089416 6.522251
O -2.392950 6.102448 6.594933
O -1.992957 4.131670 5.827455
H -0.390343 5.916525 7.907029
H -0.605777 4.134455 7.994404
H 0.333183 4.844319 6.659205
C 5.740062 -4.291928 -4.558431
N 5.534967 -3.818589 -5.953196
O 5.151489 -2.674787 -6.120314
O 5.751821 -4.608258 -6.844591
H 5.509803 -3.469973 -3.891554
H 5.063785 -5.127448 -4.404609
H 6.773986 -4.609653 -4.466064
C 2.199051 -8.408497 -4.105145
N 3.607862 -7.935793 -4.011530
O 3.779299 -6.748267 -3.833436
O 4.483641 -8.765584 -4.117909
H 1.549562 -7.548178 -3.991351
H 2.083281 -8.878322 -5.076958
H 2.052243 -9.137229 -3.313969

Atoms 1-2, force components in eV/Å:
O -0.32 -0.01 -0.16
P 0.25 -0.46 0.44

Output
Frontier orbital gap   0.38737 Ha
HOMO level   -10.4 eV


(2)
Molecular formula: C16H44B3O8S4V
Method: DFT, ωB97M-V with the def2-TZVPD basis set

Positions of all 76 atoms, in Å:
V -1.338427 0.804112 0.344209
B -0.133016 2.252458 -1.088768
H -0.357854 2.627924 -0.004946
H 0.823014 2.801548 -1.527832
H -0.147688 1.078179 -1.115484
H -1.060861 2.478446 -1.828098
B 0.710351 -0.236911 0.798618
H 0.557188 0.910102 0.974176
H -0.178590 -0.650090 0.139688
H 1.752760 -0.438855 0.258318
H 0.633691 -0.850861 1.828002
B -2.663894 -0.519635 -1.096611
H -2.968878 -0.265663 -0.006685
H -2.037248 0.332222 -1.603996
H -1.940911 -1.475866 -1.126761
H -3.653501 -0.759700 -1.719184
C -3.602962 -3.765984 2.385923
C -4.641757 -3.011750 3.217228
C -4.319298 -1.521868 3.030332
S -2.513518 -1.461750 3.063660
O -2.108699 -1.113964 4.394605
O -2.033567 -0.799814 1.867608
C -2.243188 -3.222345 2.812167
H -3.720109 -3.514267 1.327052
H -3.553053 -4.844520 2.518746
H -4.438013 -3.220926 4.273716
H -5.657910 -3.314960 2.986220
H -4.639187 -0.890860 3.853605
H -4.679521 -1.226141 2.045887
H -1.987956 -3.587284 3.808782
H -1.367355 -3.273287 2.169198
C 5.330846 1.294286 -1.440765
C 4.512251 0.047587 -1.151246
C 3.144282 0.379278 -1.704441
S 3.432858 1.202202 -3.298180
O 2.637710 2.389860 -3.329477
O 3.374387 0.234402 -4.357978
C 5.177265 1.532773 -2.940358
H 6.375566 1.229426 -1.137676
H 4.928713 2.208130 -0.995681
H 4.423317 -0.254151 -0.103645
H 4.968466 -0.849889 -1.579627
H 2.622388 1.065530 -1.034818
H 2.393784 -0.375414 -1.936164
H 5.466087 2.558213 -3.170466
H 5.730418 0.891094 -3.626314
C -1.544232 -2.545725 -4.449660
C -0.417441 -2.733778 -3.390522
C 0.504241 -1.518222 -3.436691
S -0.001843 -0.432290 -4.790556
O 0.645776 -0.879582 -5.990263
O 0.006447 0.942703 -4.397888
C -1.678992 -1.072128 -4.736325
H -2.487729 -2.996150 -4.143284
H -1.222797 -3.110742 -5.327903
H 0.156660 -3.600168 -3.718800
H -0.813051 -2.909673 -2.397042
H 1.547556 -1.764109 -3.627933
H 0.425346 -0.923088 -2.518808
H -2.265328 -0.780036 -5.608335
H -2.258725 -0.655713 -3.912603
C 1.420982 3.637369 3.401162
C 1.625125 2.663648 4.585638
C 0.661549 1.501889 4.322551
S -0.790824 2.296739 3.601886
O -1.827490 2.421066 4.581444
O -1.036732 1.584424 2.356875
C -0.079674 3.911067 3.233584
H 1.940741 3.309071 2.503347
H 1.848144 4.586766 3.733075
H 1.278515 3.183846 5.477922
H 2.666892 2.368269 4.521874
H 0.352337 0.958392 5.208767
H 1.048246 0.870850 3.522053
H -0.346985 4.629270 4.001657
H -0.365067 4.185012 2.222230

Atoms 1-2, force components in eV/Å:
V 2.28 -0.94 -0.64
B -1.18 1.24 -1.58

Output
Expectation value of S²   2.017
Frontier orbital gap (spin up / spin down)   0.29581 / 0.32586 Ha
HOMO level (spin up / spin down)   -9.4 / -9.4 eV
Spin multiplicity   3


(3)
Molecular formula: C16H44BeN4O4
Method: DFT, ωB97M-V with the def2-TZVPD basis set

Positions of all 69 atoms, in Å:
Be 0.212460 -0.102163 0.210362
C -5.787450 -0.101273 -0.472138
C -4.393480 0.398747 -0.218658
C -4.318660 1.374027 0.951912
O -2.994280 1.964157 0.897082
C -2.914190 3.246637 1.375172
N -3.553600 -0.773683 -0.079508
H -6.503110 0.719627 -0.426728
H -6.156050 -0.782313 0.294942
H -5.839270 -0.500043 -1.485248
H -4.024640 0.934177 -1.093508
H -4.365880 0.837977 1.899812
H -5.049910 2.177757 0.865942
H -3.549750 3.968647 0.862472
H -1.925000 3.670447 1.202032
H -2.929130 3.513187 2.431972
H -3.985540 -1.447983 0.536012
H -3.448720 -1.386553 -0.875428
C -0.214630 2.860987 -4.950908
C -0.309440 1.667397 -4.036548
C -0.224360 0.330267 -4.764458
O -0.069890 -0.764623 -3.835068
C -0.072070 -1.919523 -4.627608
N 0.587570 1.993037 -2.957518
H -0.413360 3.695427 -4.278368
H -1.096700 2.844197 -5.591038
H 0.764200 2.976237 -5.416428
H -1.232760 1.625957 -3.458738
H 0.575990 0.374207 -5.503118
H -1.136610 0.267867 -5.357758
H 0.024370 -2.882883 -4.126878
H 0.790710 -1.799993 -5.282908
H -0.870550 -2.076573 -5.352768
H 1.530360 2.123817 -3.295358
H 0.431890 2.935817 -2.630358
C -0.268240 0.176007 6.265742
C -0.071690 0.621537 4.841102
C 0.947790 1.791097 4.763992
O 1.341810 1.950507 3.452832
C 2.232130 3.039257 3.361582
N 0.260100 -0.517223 3.981902
H 0.667840 -0.280043 6.588072
H -1.123910 -0.462193 6.486212
H -0.387840 1.109687 6.815322
H -1.037520 1.062087 4.593682
H 1.803640 1.644277 5.422842
H 0.509640 2.711847 5.149152
H 2.656370 3.268037 2.383942
H 3.155120 2.870987 3.916452
H 1.750500 3.975317 3.644282
H 1.248610 -0.663933 4.128292
H -0.172380 -1.335353 4.386542
C 5.349110 -2.620173 -1.656378
C 3.864590 -2.440573 -1.344498
C 3.202990 -3.699003 -0.710668
O 1.963920 -3.370093 -0.189238
C 1.296490 -4.467423 0.412262
N 3.741400 -1.301903 -0.476708
H 5.811040 -1.670063 -1.924728
H 5.452700 -3.283393 -2.515178
H 5.886090 -2.974953 -0.776668
H 3.298700 -2.231033 -2.252228
H 3.881820 -4.093123 0.045612
H 3.154220 -4.512953 -1.433998
H 0.219500 -4.299733 0.420862
H 1.753660 -4.478673 1.401682
H 1.526850 -5.407793 -0.088488
H 4.338020 -0.610683 -0.908398
H 4.208430 -1.463313 0.404172

Atoms 1-2, force components in eV/Å:
Be 0.06 -0.08 -0.05
C -1.17 0.74 -0.23

Output
Charge   +2
Frontier orbital gap   0.13398 Ha
HOMO level   -14.7 eV
Relative energy (zero: lowest compared OMol25 entry of this formula, charge and spin)   988.4 kJ/mol